A cluster of 8 separate species, C25H50Br6O9 in total, computed with wB97M-V/def2-TZVPD.

XYZ file:
```
90
Properties=species:S:1:pos:R:3:lowdin_charge:R:1
C -0.29 3.26 -1.72 -0.103
C -0.66 3.39 -3.21 -0.178
O -0.18 4.68 -3.63 -0.002
C -0.22 4.92 -4.94 -0.553
C -0.20 6.40 -5.24 0.015
O -0.37 4.09 -5.79 0.103
H -0.30 2.26 -1.30 0.057
H -0.96 3.88 -1.12 0.073
H 0.70 3.69 -1.60 0.082
H -0.10 2.61 -3.73 0.098
H -1.74 3.34 -3.29 0.127
H 0.58 6.88 -4.64 0.085
H -1.16 6.85 -4.99 0.089
H 0.06 6.61 -6.27 0.083
C -3.34 -1.19 0.66 -0.085
C -3.04 -0.37 -0.57 -0.168
O -3.50 0.97 -0.25 -0.008
C -3.04 2.02 -0.90 -0.506
C -3.75 3.30 -0.64 0.042
O -2.04 1.97 -1.61 -0.026
H -3.01 -2.22 0.50 0.079
H -4.40 -1.33 0.90 0.075
H -2.81 -0.84 1.54 0.031
H -1.96 -0.38 -0.70 0.090
H -3.68 -0.66 -1.41 0.140
H -3.27 4.15 -1.12 0.087
H -3.87 3.46 0.43 0.090
H -4.80 3.21 -0.92 0.098
C -2.24 -4.92 2.14 -0.061
C -2.78 -3.97 3.19 -0.223
O -4.06 -3.45 2.84 -0.023
C -5.15 -4.14 3.19 -0.538
C -6.40 -3.47 2.62 0.025
O -5.22 -5.06 3.95 0.120
H -2.94 -5.72 1.92 0.083
H -1.30 -5.32 2.52 0.087
H -2.03 -4.41 1.20 0.056
H -2.76 -4.41 4.18 0.125
H -2.10 -3.12 3.16 0.105
H -6.19 -2.79 1.79 0.064
H -6.97 -2.95 3.39 0.088
H -7.05 -4.26 2.25 0.086
C 4.09 0.79 -1.87 -0.027
C 3.15 -0.41 -2.07 -0.223
O 1.92 0.08 -2.60 -0.005
C 0.79 -0.60 -2.39 -0.548
C -0.35 -0.07 -3.24 0.061
O 0.69 -1.59 -1.70 0.091
H 3.81 1.55 -2.60 0.083
H 5.14 0.52 -1.94 0.077
H 3.90 1.16 -0.86 0.057
H 3.56 -1.15 -2.75 0.103
H 2.99 -0.94 -1.13 0.086
H -0.44 -0.68 -4.14 0.106
H -0.08 0.96 -3.46 0.055
H -1.26 -0.14 -2.68 0.062
C 1.33 0.13 0.31 -0.001
C 1.21 -1.29 0.78 -0.469
C -0.16 -1.84 1.12 0.002
O 2.20 -1.96 0.96 0.037
H 0.81 0.75 1.04 0.079
H 0.88 0.20 -0.68 0.064
H 2.38 0.42 0.26 0.064
H -0.26 -1.77 2.20 0.099
H -0.29 -2.85 0.75 0.091
H -0.95 -1.20 0.71 0.036
Br -2.39 1.57 3.32 0.630
C -0.59 2.45 3.18 -0.643
C -0.59 3.23 1.91 -0.697
Br 1.07 4.29 1.81 0.608
H 0.17 1.68 3.19 0.027
H -0.51 3.08 4.06 0.055
H -1.37 3.99 1.88 0.049
H -0.68 2.62 1.02 0.028
Br 4.15 -4.85 2.49 0.616
C 4.89 -4.89 0.68 -0.680
C 4.43 -3.63 -0.04 -0.697
Br 5.45 -3.43 -1.73 0.606
H 4.52 -5.80 0.21 0.053
H 5.97 -4.91 0.67 0.048
H 4.60 -2.72 0.53 -0.005
H 3.37 -3.60 -0.28 0.045
Br 3.39 1.88 3.23 0.638
C 5.15 1.23 2.71 -0.698
C 5.11 -0.26 2.43 -0.686
Br 6.81 -0.90 1.66 0.627
H 5.88 1.54 3.45 0.057
H 5.45 1.68 1.77 0.048
H 4.32 -0.43 1.71 0.021
H 4.88 -0.80 3.35 0.062
```

Properties
SMILES: CCOC(C)=O.CCOC(C)=O.CCOC(C)=O.CCOC(C)=O.CC(C)=O.BrCCBr.BrCCBr.BrCCBr
Net charge: 0
HOMO-LUMO gap in eV: 10.032
ΔE to the lowest compared entry with this formula, charge and spin in kcal/mol: 40.0
E_tot in hartree: -17103.8007
LUMO energy in eV: 0.2522


A cluster of 6 separate species, C25H50F3N6O8S2 in total, computed with wB97M-V/def2-TZVPD.

XYZ file:
```
94
Properties=species:S:1:pos:R:3:lowdin_charge:R:1
N 3.72 1.81 3.88 -0.011
C 3.71 2.34 2.48 -0.275
C 3.78 1.09 1.53 -0.188
C 2.35 0.42 1.55 -0.163
C 1.63 0.47 0.15 -0.091
N 1.37 -0.95 -0.25 -0.092
N 2.15 -1.58 -1.21 0.122
C 0.37 -1.54 0.34 -0.215
N -0.47 -0.93 1.28 0.245
C -1.37 -1.83 1.62 -0.231
C -2.45 -1.41 2.60 -0.085
C -3.74 -1.06 1.74 -0.243
C -5.05 -1.08 2.59 -0.507
S -6.22 -2.30 1.82 0.687
N -1.16 -3.04 0.98 -0.032
S -2.07 -4.45 1.17 0.776
O -3.08 -4.31 2.16 -0.196
O -1.18 -5.48 1.59 -0.211
C -2.94 -4.90 -0.41 -0.652
F -3.95 -4.02 -0.52 0.130
F -2.17 -4.76 -1.49 0.145
F -3.46 -6.09 -0.32 0.221
N -0.06 -2.82 0.18 -0.057
O 0.45 -3.79 -0.61 0.097
H 4.50 2.27 4.35 0.062
H 2.86 2.02 4.36 0.057
H 4.56 3.03 2.32 0.087
H 2.78 2.92 2.34 0.105
H 4.12 1.36 0.51 0.092
H 4.48 0.38 2.02 0.097
H 2.49 -0.64 1.86 0.107
H 1.69 0.88 2.31 0.097
H 2.26 0.97 -0.60 0.090
H 0.70 1.05 0.21 0.118
H 1.60 -1.93 -2.00 0.040
H 2.76 -2.28 -0.81 0.113
H -2.69 -2.17 3.36 0.117
H -2.10 -0.47 3.05 0.132
H -3.64 -0.05 1.29 0.104
H -3.77 -1.81 0.93 0.058
H -5.55 -0.11 2.51 0.025
H -4.87 -1.31 3.66 0.083
H -5.90 -2.18 0.50 -0.151
H 0.11 -3.66 -1.52 0.123
C -5.61 3.99 4.23 -0.021
C -6.14 2.59 4.38 -0.487
O -5.63 1.66 3.78 0.051
C -7.32 2.38 5.29 -0.016
H -4.77 3.99 3.55 0.080
H -6.39 4.64 3.83 0.088
H -5.28 4.37 5.20 0.088
H -8.17 2.96 4.93 0.089
H -7.06 2.68 6.31 0.088
H -7.59 1.32 5.30 0.084
C 2.24 2.40 -4.31 -0.018
C 3.41 2.51 -3.37 -0.492
O 3.33 2.15 -2.22 0.053
C 4.69 3.07 -3.93 -0.017
H 1.38 1.97 -3.78 0.078
H 1.96 3.39 -4.68 0.088
H 2.49 1.74 -5.15 0.084
H 4.52 4.09 -4.28 0.089
H 5.05 2.45 -4.75 0.087
H 5.45 3.09 -3.15 0.082
C 0.27 -4.02 -4.92 -0.006
C 1.36 -3.01 -4.66 -0.459
O 1.30 -2.26 -3.70 0.026
C 2.51 -2.97 -5.62 -0.004
H -0.49 -3.95 -4.15 0.071
H -0.19 -3.83 -5.89 0.097
H 0.69 -5.03 -4.90 0.097
H 2.15 -2.73 -6.62 0.096
H 3.02 -3.93 -5.63 0.096
H 3.21 -2.20 -5.31 0.088
C 8.95 2.51 2.02 -0.019
C 7.82 1.89 1.23 -0.486
O 6.66 2.07 1.54 0.060
C 8.20 1.03 0.05 -0.018
H 8.53 3.10 2.84 0.083
H 9.58 1.73 2.44 0.088
H 9.53 3.17 1.38 0.087
H 8.80 0.18 0.39 0.087
H 8.75 1.62 -0.68 0.086
H 7.29 0.65 -0.42 0.078
C -6.73 0.77 -2.32 -0.016
C -5.52 0.84 -1.43 -0.488
O -5.56 0.44 -0.28 0.055
C -4.26 1.43 -2.01 -0.018
H -7.56 0.33 -1.78 0.086
H -7.02 1.78 -2.64 0.089
H -6.52 0.16 -3.20 0.087
H -4.44 2.47 -2.31 0.089
H -3.94 0.84 -2.87 0.084
H -3.48 1.42 -1.26 0.075
```

Properties
Net charge: +1
HOMO-LUMO gap in eV: 7.579
E_tot in hartree: -3008.5885
LUMO energy in eV: -2.6784


A cluster of 4 separate species, C25H50F5I2O14PS in total, computed with wB97M-V/def2-TZVPD.

XYZ file:
```
98
Properties=species:S:1:pos:R:3:lowdin_charge:R:1
O 3.18 0.56 0.29 -0.233
S 3.55 1.93 0.25 0.548
O 4.66 2.42 0.99 -0.225
O 3.65 2.39 -1.29 -0.277
C 2.93 3.61 -1.49 -0.580
P 4.26 4.95 -1.14 0.591
O 3.25 6.23 -0.93 -0.405
I 4.91 5.25 -3.50 0.431
C 1.71 3.44 -0.58 -0.744
I 0.47 1.88 -1.55 1.050
C 0.85 4.63 -0.21 -0.196
C -0.39 4.35 0.68 -0.173
C -1.64 5.13 0.27 -0.072
C -2.41 4.72 -0.96 -0.436
F -3.28 5.72 -1.29 0.107
F -1.58 4.56 -2.03 0.076
C -3.28 3.45 -0.83 -0.597
F -2.63 2.44 -0.27 0.134
F -4.34 3.72 -0.08 0.184
F -3.70 3.06 -2.03 0.183
O 2.28 2.86 0.60 -0.219
H 2.61 3.73 -2.52 0.065
H 3.79 7.02 -0.75 0.059
H 0.58 5.17 -1.11 0.126
H 1.51 5.28 0.36 0.112
H -0.15 4.71 1.69 0.122
H -0.57 3.27 0.78 0.078
H -1.35 6.17 0.09 0.142
H -2.35 5.15 1.11 0.139
C 5.35 -2.31 1.16 -0.108
O 4.33 -3.22 1.50 -0.188
C 3.04 -2.70 1.21 -0.204
C 2.02 -3.81 1.14 -0.176
O 2.02 -4.53 -0.08 -0.125
C 3.05 -5.49 -0.26 -0.186
C 2.83 -6.78 0.49 -0.211
O 3.19 -6.64 1.85 -0.195
C 2.64 -7.66 2.66 -0.116
H 5.25 -1.36 1.70 0.084
H 6.30 -2.77 1.42 0.087
H 5.34 -2.09 0.08 0.091
H 3.06 -2.17 0.25 0.121
H 2.75 -1.99 1.99 0.103
H 1.03 -3.35 1.19 0.128
H 2.13 -4.48 2.00 0.125
H 4.03 -5.07 -0.02 0.124
H 3.04 -5.72 -1.33 0.127
H 3.44 -7.57 0.03 0.127
H 1.77 -7.07 0.40 0.128
H 1.54 -7.63 2.63 0.088
H 2.97 -7.48 3.68 0.087
H 2.97 -8.65 2.34 0.087
C -2.08 2.82 -6.32 -0.110
O -2.83 1.64 -6.18 -0.192
C -3.53 1.60 -4.94 -0.213
C -4.66 0.59 -5.00 -0.179
O -5.82 1.06 -5.66 -0.125
C -5.79 1.07 -7.07 -0.185
C -5.99 -0.29 -7.71 -0.211
O -4.78 -1.03 -7.69 -0.195
C -5.00 -2.40 -7.90 -0.115
H -1.33 2.92 -5.52 0.084
H -1.57 2.77 -7.28 0.087
H -2.73 3.71 -6.30 0.090
H -3.94 2.59 -4.71 0.123
H -2.83 1.31 -4.15 0.123
H -4.97 0.40 -3.97 0.128
H -4.30 -0.35 -5.42 0.124
H -4.88 1.54 -7.45 0.124
H -6.65 1.69 -7.36 0.127
H -6.31 -0.15 -8.75 0.128
H -6.77 -0.83 -7.17 0.129
H -5.62 -2.83 -7.11 0.088
H -4.02 -2.89 -7.88 0.087
H -5.47 -2.59 -8.87 0.087
C -2.10 -0.16 8.00 -0.116
O -0.82 -0.49 7.52 -0.195
C -0.55 -1.88 7.60 -0.210
C 0.61 -2.26 6.71 -0.184
O 0.27 -2.39 5.34 -0.125
C 0.12 -1.19 4.60 -0.179
C 1.43 -0.55 4.21 -0.208
O 1.98 0.18 5.29 -0.190
C 3.36 0.44 5.10 -0.103
H -2.22 -0.44 9.05 0.087
H -2.22 0.91 7.90 0.087
H -2.88 -0.66 7.41 0.088
H -1.44 -2.45 7.30 0.128
H -0.31 -2.14 8.64 0.128
H 0.94 -3.26 7.02 0.128
H 1.44 -1.57 6.85 0.124
H -0.52 -0.48 5.12 0.123
H -0.38 -1.49 3.68 0.127
H 1.27 0.13 3.36 0.129
H 2.13 -1.34 3.90 0.110
H 3.93 -0.50 5.05 0.091
H 3.70 1.02 5.95 0.088
H 3.54 1.01 4.18 0.084
```

Properties
SMILES: O=S1(=O)O[C@H](P(O)I)[C@](I)(CCCC(F)(F)C(F)(F)F)O1.COCCOCCOC.COCCOCCOC.COCCOCCOC
Net charge: 0
HOMO-LUMO gap in eV: 8.429
ΔE to the lowest compared entry with this formula, charge and spin in kcal/mol: 0.0
E_tot in hartree: -3870.0445
LUMO energy in eV: -0.5655


A cluster of 2 separate species, C25H50FI2N2O2S2 in total, computed with wB97M-V/def2-TZVPD.

XYZ file:
```
84
Properties=species:S:1:pos:R:3:lowdin_charge:R:1
C 4.92 4.45 4.51 -0.243
C 5.25 3.63 3.12 -0.310
C 4.72 2.12 2.99 -0.669
I 4.82 1.44 5.11 1.016
N 3.44 1.79 2.27 -0.463
S 2.22 2.69 3.23 0.785
C 3.15 0.28 2.24 -0.292
C 2.08 -0.31 3.28 -0.211
C 0.50 -0.30 3.12 -0.231
C -0.26 -0.61 1.74 -0.187
C -1.89 -0.38 2.09 -0.181
N -2.77 -0.34 0.86 -0.157
C -2.32 -1.27 -0.24 -0.105
C -3.09 1.05 0.39 -0.296
C -4.00 2.11 1.31 -0.035
O -2.67 1.46 -0.81 -0.059
C 3.24 -0.44 0.75 -0.556
I 5.40 -0.76 0.23 1.070
C 2.74 -2.04 0.76 -0.204
O 3.51 -2.72 -0.33 -0.411
C 2.61 -3.06 -1.46 -0.114
C 2.38 0.23 -0.44 -0.184
C 2.06 1.76 -0.01 -0.171
C 3.27 2.48 0.91 -0.611
S 2.43 4.20 1.13 0.721
C 4.58 2.77 0.03 -0.195
C 4.51 2.54 -1.59 -0.117
F 5.66 3.34 -2.16 -0.141
H 5.77 4.32 5.35 0.081
H 3.84 4.32 4.93 0.047
H 5.01 5.60 4.22 0.101
H 6.45 3.54 3.13 0.150
H 5.04 4.37 2.25 0.076
H 5.57 1.49 2.45 0.095
H 0.93 2.43 2.77 -0.033
H 4.19 -0.16 2.68 0.091
H 2.25 0.09 4.40 0.081
H 2.38 -1.47 3.44 0.142
H 0.10 -1.15 3.87 0.150
H -0.01 0.68 3.59 0.101
H -0.07 0.07 0.82 0.088
H -0.20 -1.77 1.53 0.116
H -2.18 -1.32 2.76 0.141
H -2.03 0.59 2.76 0.127
H -1.43 -0.88 -0.89 0.093
H -3.25 -1.38 -0.98 0.096
H -2.13 -2.38 0.16 0.123
H -4.31 1.65 2.35 0.086
H -3.32 3.07 1.48 0.093
H -4.96 2.45 0.73 0.101
H 1.62 -2.17 0.44 0.108
H 3.05 -2.61 1.73 0.140
H 1.72 -3.76 -1.12 0.114
H 3.20 -3.62 -2.32 0.123
H 2.13 -2.11 -1.95 0.089
H 3.05 0.17 -1.43 0.115
H 1.38 -0.35 -0.74 0.122
H 1.08 1.89 0.67 0.099
H 1.80 2.41 -0.98 0.137
H 3.39 5.22 1.11 -0.067
H 4.84 3.93 0.13 0.105
H 5.59 2.25 0.38 0.094
H 3.56 2.96 -2.13 0.134
H 4.77 1.42 -1.90 0.096
C -6.29 -2.61 -6.32 -0.115
C -6.91 -3.09 -5.02 -0.273
C -6.72 -2.11 -3.86 -0.226
C -5.26 -1.84 -3.46 -0.229
C -4.46 -3.08 -3.06 -0.281
C -5.02 -3.78 -1.83 -0.117
H -5.20 -2.50 -6.24 0.065
H -6.49 -3.34 -7.12 0.072
H -6.71 -1.65 -6.62 0.077
H -6.50 -4.07 -4.75 0.099
H -7.98 -3.24 -5.17 0.107
H -7.28 -2.47 -2.99 0.101
H -7.18 -1.15 -4.13 0.111
H -5.26 -1.13 -2.62 0.102
H -4.74 -1.34 -4.28 0.103
H -3.43 -2.77 -2.84 0.088
H -4.40 -3.79 -3.89 0.103
H -5.04 -3.10 -0.97 0.065
H -4.39 -4.64 -1.56 0.071
H -6.03 -4.16 -2.00 0.070
```

Properties
Net charge: +1
HOMO-LUMO gap in eV: 7.762
E_tot in hartree: -2733.4530
LUMO energy in eV: -3.5899


A cluster of 3 separate species, C25H50IO10P2S in total, computed with wB97M-V/def2-TZVPD.

XYZ file:
```
89
Properties=species:S:1:pos:R:3:lowdin_charge:R:1
C -0.85 3.68 0.02 -0.026
C 0.01 2.70 -0.74 -0.210
C 1.32 2.48 -0.29 -0.058
C 2.16 1.58 -0.91 -0.109
C 1.69 0.86 -2.01 -0.106
C 0.41 1.07 -2.45 -0.051
C -0.45 1.98 -1.84 -0.181
C -1.84 2.12 -2.38 -0.085
C -2.82 1.07 -1.80 -0.334
O -3.72 1.65 -0.91 -0.316
P -5.41 1.39 -1.23 0.416
P -5.56 3.57 -2.10 0.178
O -6.25 3.57 -3.59 -0.298
O -4.13 4.31 -2.45 -0.322
S -6.54 4.80 -0.90 0.064
O -4.95 0.78 -2.79 -0.310
C -3.64 0.30 -2.86 -0.368
C -3.52 -1.22 -2.76 -0.147
C -3.75 -1.87 -1.39 -0.339
C -3.08 -3.24 -1.36 -0.633
I -3.11 -4.08 0.63 0.748
H -0.85 3.43 1.08 0.085
H -0.44 4.69 -0.07 0.084
H -1.88 3.70 -0.33 0.063
H 1.67 3.05 0.57 0.104
H 3.17 1.42 -0.57 0.089
H 2.33 0.14 -2.50 0.094
H 0.03 0.51 -3.31 0.112
H -2.26 3.10 -2.15 0.080
H -1.80 2.04 -3.47 0.118
H -2.20 0.34 -1.24 0.136
H -5.43 0.09 -0.63 -0.013
H -6.78 1.30 -1.63 -0.016
H -5.71 2.04 -0.01 -0.037
H -5.85 4.27 -4.12 0.044
H -4.17 5.15 -1.97 0.020
H -3.26 0.57 -3.85 0.134
H -2.50 -1.46 -3.10 0.112
H -4.21 -1.66 -3.49 0.121
H -3.38 -1.25 -0.57 0.086
H -4.82 -1.99 -1.22 0.099
H -2.03 -3.20 -1.62 0.036
H -3.60 -3.98 -1.96 0.040
C 0.74 -11.62 1.60 -0.119
O 1.11 -10.51 0.82 -0.193
C 1.25 -10.80 -0.56 -0.209
C 0.86 -9.63 -1.43 -0.192
O -0.53 -9.41 -1.51 -0.123
C -1.17 -8.78 -0.40 -0.180
C -0.89 -7.30 -0.28 -0.224
O 0.41 -7.06 0.24 -0.200
C 0.93 -5.81 -0.15 -0.112
H 1.54 -12.36 1.66 0.086
H 0.52 -11.25 2.60 0.087
H -0.16 -12.11 1.20 0.087
H 0.64 -11.67 -0.83 0.124
H 2.31 -11.05 -0.76 0.126
H 1.16 -9.88 -2.45 0.127
H 1.40 -8.73 -1.12 0.123
H -0.95 -9.29 0.53 0.121
H -2.24 -8.89 -0.61 0.129
H -1.63 -6.85 0.39 0.067
H -1.00 -6.82 -1.26 0.127
H 0.91 -5.70 -1.24 0.088
H 1.97 -5.78 0.18 0.086
H 0.38 -4.98 0.30 0.073
C 4.91 4.33 1.28 -0.110
O 4.23 5.15 2.20 -0.196
C 4.40 4.75 3.55 -0.207
C 4.36 5.94 4.48 -0.186
O 5.51 6.76 4.44 -0.125
C 5.67 7.63 3.34 -0.189
C 4.75 8.83 3.36 -0.212
O 3.44 8.47 2.98 -0.194
C 2.45 9.32 3.51 -0.113
H 4.46 3.33 1.23 0.081
H 4.83 4.80 0.30 0.091
H 5.97 4.24 1.54 0.087
H 5.36 4.23 3.68 0.125
H 3.59 4.06 3.84 0.129
H 4.33 5.54 5.50 0.127
H 3.45 6.52 4.32 0.122
H 5.58 7.10 2.39 0.122
H 6.69 8.01 3.43 0.126
H 5.14 9.58 2.65 0.127
H 4.76 9.27 4.36 0.126
H 2.54 9.40 4.60 0.087
H 1.48 8.89 3.27 0.090
H 2.51 10.33 3.08 0.087
```

Properties
Net charge: -1
HOMO-LUMO gap in eV: 6.697
E_tot in hartree: -3113.5687
LUMO energy in eV: 2.1010